Computed, not measured: a molecular structure, C27H49EuF2NO2Si2, with ωB97M-V/def2-TZVPD.

Results
Gap between HOMO and LUMO (spin up / spin down) ... 0.256 / 0.278 Ha
Net charge ... +1
Energy above the lowest of the compared OMol25 structures with the same formula, charge and spin ... 2.6278 eV
HOMO (spin up / spin down) ... -9.73 / -9.71 eV
Maximum force ... 3.95 eV Å⁻¹
Spin multiplicity ... 7

CARTESIAN COORDINATES (ANGSTROEM)
O 2.0931 -0.1110 -2.4903
O 3.5735 0.0624 -0.6949
C 1.6311 -0.9485 -3.5987
C 0.1569 -1.0029 -3.7703
H 2.0444 -1.9391 -3.3754
H 2.1306 -0.5679 -4.5194
H -0.3909 -1.2081 -2.8524
H -0.0685 -1.7930 -4.4731
H -0.2442 -0.0685 -4.2094
C 1.7656 1.2991 -2.6293
C 2.7505 1.9937 -3.5157
H 1.7518 1.7023 -1.6185
H 0.7351 1.3513 -3.0172
H 3.7464 2.0073 -3.0793
H 2.4319 3.0388 -3.6491
H 2.7871 1.5222 -4.5053
C 4.2418 0.9165 0.3080
C 4.4585 -0.9293 -1.3095
C 4.2073 2.3307 -0.1158
H 5.2557 0.5165 0.2644
H 3.8226 0.6931 1.3018
H 4.7303 2.4516 -1.0524
H 4.7223 2.9009 0.6447
H 3.2015 2.7329 -0.2168
C 5.3271 -0.2476 -2.2711
H 3.8419 -1.7114 -1.7298
H 5.0116 -1.3209 -0.4571
H 4.7883 0.2069 -3.0858
H 5.9884 -0.9739 -2.6776
H 5.9453 0.5270 -1.7988
H 2.6640 -0.0464 -0.9256
Eu -1.0308 -0.1635 1.4139
C 0.8811 -0.3934 0.2957
Si 1.5116 -1.9701 1.0439
H 1.2033 0.6631 0.6655
H 0.4431 -0.3734 -0.7625
C 1.6299 -3.2600 -0.3326
C 0.2314 -2.4809 2.3333
C 3.1472 -1.8562 1.9589
C -2.2818 -1.8324 -0.0090
Si -3.8311 -2.0991 0.9713
H -1.7077 -2.7295 -0.2736
H -2.4261 -1.2571 -0.9503
C -3.4535 -3.1318 2.5034
C -5.1995 -2.9750 0.0264
C -4.5156 -0.4397 1.5831
H 3.1457 -2.6576 2.7203
H 3.2387 -0.8962 2.4911
H 4.0152 -1.9957 1.3110
H 0.6330 -3.6530 -0.5724
H 2.2614 -4.0960 0.0396
H 2.0829 -2.8531 -1.2477
H -0.7568 -2.7397 1.8991
H 0.0955 -1.7538 3.1647
H 0.6382 -3.3893 2.7770
H -4.7820 -3.6013 -0.7662
H -5.8965 -2.2655 -0.4306
H -5.7879 -3.6314 0.6946
H -4.4668 0.3435 0.8120
H -4.0183 -0.0610 2.4904
H -5.5782 -0.5910 1.8367
H -4.3854 -3.6032 2.8382
H -3.0674 -2.5234 3.3397
H -2.7300 -3.9279 2.2873
F -1.6759 2.8647 6.2257
C -1.9668 2.7599 4.8599
C -1.1036 2.0105 4.0773
C -1.3766 1.9878 2.7254
C -2.4264 2.6732 2.1200
C -3.3033 3.3177 3.0102
F -4.5483 3.7203 2.5779
C -3.0802 3.3974 4.3867
C -2.6927 2.6208 0.6576
C -3.5132 3.5474 0.0084
C -3.7594 3.4471 -1.3608
C -3.1245 2.4135 -2.0808
C -2.2713 1.5445 -1.3995
N -2.0702 1.6271 -0.0615
H -0.2572 1.4425 4.5106
H -3.7880 3.9208 5.0335
H -3.9692 4.3208 0.6045
H -4.4123 4.1507 -1.8474
H -3.2817 2.2853 -3.1528
H -1.7235 0.7576 -1.9277

Results of the Mulliken charge analysis, in e, for atoms 1 through 4: atom 1 (O): -0.3691, atom 2 (O): 1.1778, atom 3 (C): -0.5213, atom 4 (C): -1.1514

***

Computed, not measured: a molecular structure, C27H49NOsP2, with ωB97M-V/def2-TZVPD.

Results
Gap between HOMO and LUMO (spin up / spin down) ... 0.286 / 0.171 Ha
Net charge ... +2
Energy above the lowest of the compared OMol25 structures with the same formula, charge and spin ... 0.0000 eV
HOMO (spin up / spin down) ... -13.49 / -13.48 eV
Maximum force ... 4.19 eV Å⁻¹
Spin multiplicity ... 5

CARTESIAN COORDINATES (ANGSTROEM)
P 0.1154 -1.5091 -1.8845
P -0.1174 1.7762 -1.7711
C -0.0249 -0.5427 -3.4404
C 0.3622 0.9200 -3.3160
H -1.0364 -0.6682 -3.8484
H 0.6561 -1.0420 -4.1330
H 1.4383 1.0613 -3.4925
H -0.1663 1.4798 -4.0854
C -1.6530 2.6832 -2.1537
H -1.8600 3.3853 -1.3351
H -2.4903 1.9783 -2.2482
H -1.5414 3.2444 -3.0915
C 1.1886 2.9816 -1.4722
H 1.1332 3.7925 -2.2128
H 2.1611 2.4772 -1.5484
H 1.0660 3.3951 -0.4618
C -0.8719 -3.0093 -2.0784
H -0.6287 -3.6912 -1.2533
H -0.6394 -3.4972 -3.0340
H -1.9396 -2.7607 -2.0425
C 1.8377 -2.0752 -1.8909
H 2.5153 -1.2317 -1.7152
H 2.0739 -2.5352 -2.8584
H 1.9635 -2.8187 -1.0958
Os -0.5490 0.0408 -0.4395
C 0.4431 1.6370 -6.2750
C -0.8970 1.6992 -6.1513
C -1.8452 0.9906 -7.0692
C -1.4567 -0.4689 -7.4337
C -0.7310 -1.2423 -6.3698
C 0.6063 -1.3581 -6.3114
C 1.5637 -0.5519 -7.1363
C 1.1735 0.9349 -7.3840
C 0.2359 -1.2612 0.9140
H 1.1007 2.2015 -5.5986
H -1.3710 2.4011 -5.4564
H -1.9440 1.5644 -8.0081
H -2.8481 0.9796 -6.6185
H -2.3914 -1.0122 -7.6470
H -0.8798 -0.4605 -8.3725
H -1.3775 -1.7964 -5.6746
H 1.0727 -2.1668 -5.7345
H 1.6985 -1.0386 -8.1186
H 2.5554 -0.5689 -6.6575
H 2.1176 1.4882 -7.5271
H 0.6269 1.0096 -8.3374
H 1.1641 -0.7209 1.1684
H 0.4950 -2.2665 0.5526
H -0.3835 -1.3261 1.8185
C 2.1998 1.6202 4.8913
C 1.4215 2.2580 3.7768
C 1.3768 3.6528 3.6807
C 0.6342 4.2926 2.6814
C 0.5702 5.7913 2.6370
C -0.0570 3.5167 1.7506
C -0.0924 2.1037 1.8619
C 0.7186 1.4935 2.8465
N -0.9893 1.3566 1.0742
C -2.3579 1.1897 1.5677
C -2.3253 0.5375 2.9540
C -3.0308 2.5549 1.7294
C -3.0590 0.3177 0.5238
H 3.2532 1.9301 4.8580
H 1.8081 1.9246 5.8727
H 2.1552 0.5290 4.8297
H 1.9167 4.2537 4.4183
H 0.1554 6.2009 3.5691
H 1.5711 6.2267 2.5134
H -0.0609 6.1270 1.8077
H -0.6366 3.9973 0.9541
H 0.7396 0.4028 2.9042
H -1.8331 1.1935 3.6859
H -3.3594 0.3683 3.2822
H -1.8000 -0.4223 2.9370
H -3.0219 3.1130 0.7876
H -4.0730 2.3927 2.0332
H -2.5346 3.1515 2.5059
H -3.4995 0.9384 -0.2611
H -2.3637 -0.4500 0.0655
H -3.8448 -0.2625 1.0145

Results of the Mulliken charge analysis, in e, for atoms 1 through 4: atom 1 (P): 1.0623, atom 2 (P): 1.2363, atom 3 (C): -0.2055, atom 4 (C): -0.3290

***

Computed, not measured: a molecular structure, C27H50Br17FInO2, with ωB97M-V/def2-TZVPD.

Results
Gap between HOMO and LUMO ... 0.227 Ha
Net charge ... -1
Energy above the lowest of the compared OMol25 structures with the same formula, charge and spin ... 0.0274 eV
HOMO ... -4.85 eV
Maximum force ... 1.65 eV Å⁻¹

CARTESIAN COORDINATES (ANGSTROEM)
C 2.2489 -1.2341 2.5264
C 2.7434 -0.3313 1.8800
In 3.4155 1.2675 0.4653
C 4.6842 2.7483 1.6127
C 5.1700 3.7698 0.5657
C 6.4046 3.2940 -0.1768
O 7.2456 2.6328 0.3640
O 6.5763 3.6769 -1.4859
C 4.7423 0.4794 -1.1528
C 4.1810 -0.6758 -2.0071
C 5.1323 -1.8737 -1.9480
Br 4.2274 -0.0752 -3.9181
C 1.6254 2.4320 -0.2284
F 0.8894 2.8618 0.9302
C 0.6598 1.6827 -1.0997
C 1.1852 1.5619 -2.5506
H 1.8693 -2.0518 3.0716
H 4.0056 3.2773 2.2806
H 5.5171 2.2748 2.1202
H 4.3906 3.9301 -0.1859
H 5.4001 4.7434 1.0111
H 5.8922 3.2606 -2.0235
H 5.0634 1.3059 -1.7802
H 5.6276 0.0986 -0.6448
H 3.1838 -1.0020 -1.7284
H 4.9559 -2.4963 -1.0712
H 6.1629 -1.5161 -1.9564
H 5.0074 -2.4683 -2.8533
H 1.9749 3.3554 -0.6970
H -0.2513 2.3020 -1.1675
H 0.3391 0.7311 -0.6884
H 1.9888 2.2852 -2.6808
H 0.3951 1.7678 -3.2641
H 1.5286 0.5450 -2.7208
Br -1.6968 -1.7702 -1.8112
C -3.4560 -0.9490 -1.7744
C -3.9503 -0.5790 -3.1462
Br -3.0841 1.0239 -3.8274
H -3.3546 -0.1042 -1.0999
H -4.1140 -1.6954 -1.3323
H -5.0098 -0.3335 -3.1099
H -3.7835 -1.3629 -3.8800
Br 1.0480 -3.1841 0.6459
C -0.3890 -4.4448 0.2639
C -1.0380 -4.8914 1.5434
Br 0.0734 -6.1771 2.4944
H 0.0385 -5.2623 -0.3098
H -1.1007 -3.9064 -0.3555
H -1.9755 -5.4090 1.3487
H -1.2166 -4.0678 2.2289
Br 1.2717 -4.1092 5.0026
C 1.9590 -2.6407 6.0785
C 0.9151 -2.1141 7.0271
Br -0.3976 -1.0100 6.1077
H 2.3222 -1.8867 5.3850
H 2.7990 -3.0573 6.6310
H 1.3691 -1.4606 7.7695
H 0.3654 -2.9039 7.5293
Br -4.0545 3.7489 -0.2926
C -3.4199 3.4644 1.5271
C -2.2938 2.4688 1.5684
Br -2.9580 0.6475 1.3702
H -4.2785 3.1570 2.1155
H -3.0796 4.4409 1.8661
H -1.8001 2.4867 2.5375
H -1.5519 2.6207 0.7895
Br 8.3492 -1.0784 -1.2942
C 9.1031 0.1631 0.0040
C 9.2267 -0.4756 1.3604
Br 7.4993 -0.5931 2.2498
H 8.4642 1.0426 0.0051
H 10.0839 0.4299 -0.3857
H 9.8467 0.1360 2.0130
H 9.6294 -1.4831 1.3192
Br -5.9358 2.4706 4.1675
C -7.6477 3.3898 4.2382
C -8.1084 3.8050 2.8666
Br -7.1456 5.3714 2.2300
H -7.5295 4.2289 4.9161
H -8.3395 2.6702 4.6717
H -9.1546 4.1040 2.8908
H -7.9724 3.0267 2.1211
Br -4.0108 -5.3696 -5.5527
C -3.5633 -3.8606 -6.6988
C -2.0813 -3.7710 -6.9484
Br -1.1402 -3.0526 -5.4076
H -3.9634 -2.9728 -6.2196
H -4.0979 -4.0412 -7.6293
H -1.8757 -3.0760 -7.7603
H -1.6311 -4.7323 -7.1748
Br -8.2885 -2.1890 -1.4332
C -8.8722 -0.4111 -0.8971
C -7.9694 0.6559 -1.4556
Br -6.2926 0.7590 -0.4763
H -8.9107 -0.4055 0.1876
H -9.8797 -0.3083 -1.2958
H -8.4253 1.6384 -1.3471
H -7.7174 0.4904 -2.4986

Results of the Mulliken charge analysis, in e, for atoms 1 through 4: atom 1 (C): 0.3386, atom 2 (C): -0.7200, atom 3 (In): 1.3286, atom 4 (C): -1.2418

***

Computed, not measured: a molecular structure, C27H50F3O15TiY, with ωB97M-V/def2-TZVPD.

Results
Gap between HOMO and LUMO (spin up / spin down) ... 0.118 / 0.104 Ha
Net charge ... +3
HOMO (spin up / spin down) ... -14.65 / -14.65 eV
Maximum force ... 7.11 eV Å⁻¹
Spin multiplicity ... 4

CARTESIAN COORDINATES (ANGSTROEM)
Y 5.9903 0.7130 -1.4446
Ti 3.5000 1.4959 1.7194
C 2.2260 0.2706 -0.9417
O 1.7728 1.5284 -0.2402
O 3.6220 0.3989 -1.1470
C 1.4929 -0.9766 -0.2463
F 2.3382 -1.9302 0.0725
F 0.9255 -0.6255 0.9511
F 0.6017 -1.5957 -1.0334
C 0.4821 1.8745 -0.5754
C 0.3963 3.4421 -0.2997
H 0.9967 3.8051 0.5346
H 0.7141 4.0360 -1.1566
H -0.6277 3.7496 -0.0878
H -0.2230 1.2449 -0.0327
H 0.1876 1.7208 -1.6135
H 1.7898 0.3138 -1.9397
O 1.8452 2.5257 2.8382
C 0.9669 2.4662 3.6368
O 0.2632 3.5800 4.1256
C 0.7160 4.9106 3.9956
C -0.2053 5.6799 4.9801
C 0.4992 1.1539 4.1936
H 0.5146 5.2493 2.9793
H 1.7961 4.9471 4.1374
H -1.1862 5.5910 4.5129
H -0.0480 6.7584 4.9626
H -0.3726 5.2465 5.9661
H 1.3230 0.7769 4.7996
H 0.3478 0.4811 3.3494
H -0.3831 1.2488 4.8265
O -2.5395 0.2630 0.3733
C -3.3380 -0.4385 0.9741
O -4.3188 -0.0617 1.8428
C -4.4658 1.2819 2.2396
C -3.3074 2.0152 3.0001
C -3.2569 -1.8943 0.7136
H -5.3960 1.4067 2.7940
H -4.5960 1.8502 1.3186
H -3.4319 1.9769 4.0823
H -3.4577 3.0938 2.9548
H -2.3299 1.6572 2.6768
H -2.7404 -2.2531 -0.1767
H -4.2557 -2.2650 0.4832
H -2.8791 -2.3092 1.6481
O -4.1049 -2.3037 -3.4259
C -3.7326 -1.2566 -2.9652
O -4.3352 -0.3537 -2.2487
C -5.6834 -0.3561 -1.9671
C -6.0134 0.9636 -1.1225
C -2.2080 -1.1412 -2.9303
H -5.9687 -1.2604 -1.4296
H -6.1764 -0.3633 -2.9392
H -7.0852 1.1024 -1.2638
H -5.4380 1.8457 -1.4037
H -5.8158 0.6720 -0.0909
H -1.9778 -0.2373 -2.3662
H -1.7313 -1.0960 -3.9095
H -1.7792 -2.0473 -2.5024
O -1.7502 -2.4611 4.6192
C -1.4036 -3.6330 4.8417
O -0.6166 -4.3720 3.9003
C -0.3526 -3.7418 2.6447
C 0.2020 -4.7537 1.6734
C -1.6509 -4.2633 6.1120
H 0.3339 -2.9072 2.7869
H -1.3120 -3.4491 2.2181
H -0.4709 -5.5994 1.5315
H 1.1549 -5.2004 1.9574
H 0.2676 -4.1809 0.7484
H -1.7300 -3.4144 6.7911
H -0.7899 -4.9126 6.2704
H -2.5560 -4.8680 6.1691
O 4.9794 1.9196 -3.3199
C 4.2260 2.0458 -4.2478
O 4.3470 2.8276 -5.3080
C 5.5590 3.5019 -5.6008
C 5.6947 4.0649 -6.9808
C 2.9706 1.2390 -4.3705
H 6.3657 2.7955 -5.4052
H 5.6285 4.2692 -4.8297
H 5.6734 3.3219 -7.7781
H 6.6066 4.6602 -7.0266
H 4.9435 4.7938 -7.2849
H 2.8097 0.3039 -3.8340
H 2.7852 0.9005 -5.3898
H 2.1637 1.9613 -4.2465
C 3.3538 -4.8224 -1.7325
C 2.3420 -4.0102 -2.6055
O 1.6609 -5.1763 -3.1374
C 1.9231 -6.2941 -2.5027
O 1.6426 -7.4306 -2.8791
O 2.7679 -6.0530 -1.4837
H 3.4694 -4.1257 -0.9022
H 4.3738 -4.8409 -2.1163
H 2.8418 -3.3575 -3.3213
H 1.6472 -3.3091 -2.1432

Results of the Mulliken charge analysis, in e, for atoms 1 through 4: atom 1 (Y): 1.2662, atom 2 (Ti): 1.2538, atom 3 (C): -0.7627, atom 4 (O): -0.1627

***

Computed, not measured: a molecular structure, C27H50FeP2, with ωB97M-V/def2-TZVPD.

Results
Gap between HOMO and LUMO (spin up / spin down) ... 0.239 / 0.201 Ha
Net charge ... +1
HOMO (spin up / spin down) ... -8.89 / -10.54 eV
Maximum force ... 3.21 eV Å⁻¹
Spin multiplicity ... 6

CARTESIAN COORDINATES (ANGSTROEM)
Fe 0.1756 0.4298 0.3846
C 0.8428 2.6357 -0.1878
C -0.4594 2.4500 0.4569
C 1.2204 2.4384 2.0811
C 1.8362 2.6969 0.8434
C -0.1726 2.1826 1.8607
C 1.0791 3.2689 -1.5198
H 0.1837 3.2923 -2.1466
H 1.8798 2.7606 -2.0730
H 1.3911 4.3139 -1.3606
C 3.1982 3.2621 0.6790
H 3.3751 3.6065 -0.3461
H 3.9827 2.5377 0.9159
H 3.3497 4.1258 1.3447
C 1.8231 2.6952 3.4122
H 1.9625 3.7744 3.5940
H 2.8067 2.2311 3.5193
H 1.1868 2.3131 4.2214
C -1.1736 2.2497 2.9634
H -1.0992 3.2307 3.4626
H -0.9827 1.4741 3.7181
H -2.1998 2.1458 2.5953
C -1.7750 2.9710 -0.0252
H -1.9754 3.9557 0.4329
H -2.5999 2.3054 0.2591
H -1.7969 3.1082 -1.1086
C -0.5987 -2.8561 -2.2918
C -1.1379 -1.8912 -3.0915
C -2.6042 -1.8404 -3.4385
C -3.5734 -2.1899 -2.2882
C -3.1067 -1.8242 -0.8996
C -2.5192 -2.7153 -0.0280
C -1.9581 -4.0403 -0.4528
C -1.3186 -4.0919 -1.8744
H -2.7683 -2.5355 -4.2786
H -3.8482 -3.2548 -2.3523
H -2.8824 -0.8509 -3.8311
H -2.0832 -4.3915 -2.6120
H 0.4727 -2.8797 -2.0847
H -0.5130 -1.3409 -3.8045
H -0.5749 -4.9091 -1.8632
H -1.2097 -4.3905 0.2690
H -2.8303 -2.7259 1.0215
H -2.7733 -4.7844 -0.4070
H -4.5103 -1.6348 -2.4643
H -3.5589 -0.9019 -0.5322
P 0.4570 0.1143 -1.7712
C 1.7150 -0.5871 -2.8461
C -0.8308 0.9603 -2.7642
P -1.2246 -0.7209 1.5845
C -0.5276 -0.9617 -0.5986
C -2.9571 -0.2566 1.8129
C -0.8642 -2.1923 2.5793
H 2.6579 -0.6924 -2.2963
H 1.8963 0.1088 -3.6789
H 1.4378 -1.5623 -3.2511
H -1.7272 0.3477 -2.8652
H -0.4287 1.1913 -3.7567
H -1.1258 1.8921 -2.2798
H -1.1241 -3.0844 1.9969
H -1.4364 -2.1490 3.5184
H 0.2072 -2.2156 2.8152
H -0.1390 -1.9677 -0.4055
H -1.5328 -0.9665 -1.0648
H -3.0642 0.2297 2.7911
H -3.5943 -1.1427 1.7760
H -3.2616 0.4476 1.0262
C 3.8095 -0.0513 -0.0492
C 3.2471 -0.5235 1.2901
C 3.9175 0.2064 2.4593
C 1.7010 -0.5725 1.3445
H 3.3145 0.8709 -0.3862
H 3.6802 -0.8236 -0.8096
H 4.8874 0.1577 0.0279
H 3.5574 -1.5799 1.3961
H 3.9584 1.2906 2.3001
H 3.4160 0.0059 3.4073
H 4.9619 -0.1322 2.5562
H 1.4186 -0.4394 2.4059
H 1.4350 -1.6081 1.0624

Results of the Mulliken charge analysis, in e, for atoms 1 through 4: atom 1 (Fe): -0.3728, atom 2 (C): 1.0235, atom 3 (C): 0.5836, atom 4 (C): 0.4461